1.
C8H16NO | ωB97M-V/def2-TZVPD

```
26
C8H16NO, DFT ωB97M-V/def2-TZVPD
C -0.338 -0.310 -0.138
C 2.106 -0.298 -0.290
C 1.858 -1.713 0.229
C 0.764 0.539 -0.006
C 0.499 1.644 -1.057
C 0.931 1.172 1.340
C -2.237 -1.716 -0.254
C -2.445 0.631 0.119
N -1.550 -0.524 -0.071
O 0.752 -2.187 -0.372
H 2.912 0.084 0.319
H 2.407 -0.191 -1.275
H 2.754 -2.219 -0.207
H 1.946 -1.728 1.350
H 0.196 1.275 -2.067
H 1.533 2.183 -1.277
H -0.166 2.370 -0.591
H 0.185 1.930 1.479
H 1.815 1.657 1.129
H 1.013 0.554 2.231
H -1.789 -2.175 -1.064
H -3.300 -1.385 -0.441
H -2.064 -2.460 0.444
H -1.930 1.182 0.861
H -3.432 0.367 0.303
H -2.420 1.316 -0.695
```

Its net charge is +1. As for the HOMO-LUMO gap (spin up / spin down): 8.922 / 8.759 eV. For the lowest unoccupied orbital energy (spin up / spin down), the calculation gives -4.9165 / -4.9313 eV. For the electronic energy, the calculation gives -12081.224 eV. The calculation puts the energy above the lowest of the compared OMol25 structures with the same formula, charge and spin at 546.5 kJ/mol.

Here are the Mulliken charges for atoms 1 to 5, given in e: atom 1 (C): 0.192, atom 2 (C): -1.015, atom 3 (C): -0.368, atom 4 (C): 1.640, atom 5 (C): -1.737

=====

2.
CH3NOS | ωB97M-V/def2-TZVPD

```
7
CH3NOS, DFT ωB97M-V/def2-TZVPD
C -0.022 0.307 -0.150
N -0.412 -0.984 -0.286
O -0.284 0.521 -3.013
S 0.563 0.007 -1.948
H -0.867 0.947 -0.437
H 0.503 0.744 0.682
H 0.164 -1.708 0.208
```

As for the HOMO-LUMO gap: 8.638 eV. For the lowest unoccupied orbital energy, the calculation gives -0.4198 eV. For the electronic energy, the calculation gives -15455.389 eV. The calculation puts the energy above the lowest of the compared OMol25 structures with the same formula, charge and spin at 330.0 kJ/mol.

Here are the Mulliken charges for atoms 1 to 5, given in e: atom 1 (C): -0.208, atom 2 (N): -0.515, atom 3 (O): -0.444, atom 4 (S): 0.416, atom 5 (H): 0.197

=====

3.
C2H39N2O16 | ωB97M-V/def2-TZVPD

```
59
C2H39N2O16, DFT ωB97M-V/def2-TZVPD
C -1.327 0.765 0.240
C -0.408 -0.054 -0.337
N -0.864 -1.388 -0.810
N -1.111 1.996 0.811
H -2.403 0.619 0.061
H 0.653 0.100 -0.318
H -1.057 -1.353 -1.832
H -0.108 -1.985 -0.546
H -1.758 -1.804 -0.354
H -0.223 2.383 1.094
H -1.841 2.257 1.520
H -1.135 4.064 -1.702
H -1.743 3.867 -3.085
O -1.933 3.736 -2.139
H 1.795 -2.507 -1.027
H 1.943 -3.787 -0.237
O 1.606 -2.881 -0.168
H 3.415 -0.965 1.661
H 2.689 -2.045 0.773
O 3.579 -1.577 0.957
H 3.734 0.667 2.601
H 2.545 1.030 3.540
O 2.770 0.643 2.667
H 0.251 2.184 -3.245
H 0.335 2.801 -2.009
O 0.499 3.102 -2.951
H -2.455 3.137 3.762
H -2.356 4.064 2.514
O -2.488 3.174 2.823
H 4.346 0.004 -1.930
H 3.577 -0.790 -0.760
O 3.564 -0.511 -1.659
H 0.685 -0.864 2.293
H 0.060 -2.264 2.122
O 0.793 -1.641 1.753
H 2.322 1.202 -0.159
H 2.546 1.559 1.320
O 2.125 1.857 0.489
H -2.051 0.302 -3.426
H -1.517 0.089 -4.826
O -1.526 0.766 -4.099
H -1.757 -0.604 4.077
H -0.651 -0.416 3.152
O -1.611 -0.667 3.125
H 0.876 0.653 5.422
H 1.178 -0.730 5.136
O 1.199 0.129 4.658
H -1.339 -3.975 1.767
H -2.265 -3.140 2.644
O -1.785 -3.107 1.817
H 2.136 -2.189 -3.640
H 2.436 -1.191 -2.569
O 1.753 -1.827 -2.857
H -2.195 -3.826 -1.980
H -2.279 -3.490 -3.413
O -2.061 -3.069 -2.563
H -3.918 1.980 -2.748
H -3.194 1.824 -1.711
O -3.661 1.177 -2.281
```

Its net charge is +1. As for the HOMO-LUMO gap: 8.123 eV. For the lowest unoccupied orbital energy, the calculation gives -2.7013 eV. For the electronic energy, the calculation gives -38440.787 eV. The calculation puts the energy above the lowest of the compared OMol25 structures with the same formula, charge and spin at 295.4 kJ/mol.

Here are the Mulliken charges for atoms 1 to 5, given in e: atom 1 (C): -0.695, atom 2 (C): -0.273, atom 3 (N): -0.018, atom 4 (N): -0.297, atom 5 (H): 0.528

=====

4.
C4H8S | ωB97M-V/def2-TZVPD

```
13
C4H8S, DFT ωB97M-V/def2-TZVPD
C 0.989 -0.893 -0.592
C -0.111 -0.014 -0.032
C 0.170 1.385 -0.196
C -1.015 -0.497 0.972
H 2.001 -0.333 -1.264
H 1.341 -1.600 0.648
H 0.354 -1.940 -1.306
H -0.774 1.904 -0.025
H 0.722 1.900 0.676
H 0.258 1.329 -1.314
H -1.188 0.398 1.754
H -1.000 -1.479 1.418
S -1.747 -0.159 -0.740
```

As for the HOMO-LUMO gap: 9.303 eV. For the lowest unoccupied orbital energy, the calculation gives 0.7324 eV. For the electronic energy, the calculation gives -15107.595 eV. The calculation puts the energy above the lowest of the compared OMol25 structures with the same formula, charge and spin at 462.2 kJ/mol.

Here are the Mulliken charges for atoms 1 to 5, given in e: atom 1 (C): -0.844, atom 2 (C): 1.003, atom 3 (C): -1.413, atom 4 (C): -0.993, atom 5 (H): 0.264

=====

5.
C27H29As2InN2O3S4SbSe4 | ωB97M-V/def2-TZVPD

```
73
C27H29As2InN2O3S4SbSe4, DFT ωB97M-V/def2-TZVPD
In -0.240 -0.941 -0.332
O -2.525 -1.416 -0.624
N -3.092 -0.757 -1.529
N -2.522 0.348 -1.834
O -1.422 0.792 -1.249
C -3.111 1.151 -2.847
C -4.438 0.962 -3.227
C -4.975 1.760 -4.222
C -4.205 2.741 -4.834
C -2.890 2.928 -4.440
C -2.340 2.138 -3.443
H -5.025 0.194 -2.747
H -6.006 1.620 -4.523
H -4.629 3.355 -5.618
H -2.285 3.689 -4.915
H -1.313 2.255 -3.128
S -0.440 -2.525 1.633
S -0.124 -1.425 3.277
S 1.997 -1.373 3.497
S 2.725 -1.161 1.614
C 1.686 1.815 -2.905
As 2.048 0.856 -1.230
C 2.758 2.356 -0.191
C 3.721 0.019 -1.802
H 2.582 2.328 -3.256
H 0.895 2.550 -2.748
H 1.359 1.100 -3.659
H 3.759 2.623 -0.531
H 2.798 2.080 0.861
H 2.097 3.217 -0.300
H 4.414 0.792 -2.142
H 3.534 -0.676 -2.619
H 4.182 -0.535 -0.986
O 0.018 0.897 1.074
As -1.217 1.772 1.724
C -0.920 2.049 3.607
C 0.381 2.374 3.976
C 0.672 2.668 5.298
C -0.341 2.649 6.247
C -1.640 2.329 5.877
C -1.934 2.028 4.556
C -1.193 3.563 1.010
C -0.797 3.765 -0.307
C -0.890 5.029 -0.870
C -1.361 6.091 -0.109
C -1.734 5.893 1.214
C -1.658 4.627 1.775
C -3.035 1.175 1.494
C -3.522 0.079 2.200
C -4.829 -0.336 2.010
C -5.651 0.342 1.122
C -5.169 1.437 0.420
C -3.861 1.855 0.606
H 1.156 2.379 3.218
H 1.685 2.916 5.588
H -0.116 2.885 7.279
H -2.427 2.318 6.620
H -2.946 1.778 4.261
H -0.435 2.915 -0.872
H -0.611 5.180 -1.905
H -1.437 7.078 -0.548
H -2.094 6.724 1.807
H -1.954 4.464 2.805
H -2.874 -0.451 2.884
H -5.201 -1.202 2.542
H -6.671 0.011 0.971
H -5.800 1.961 -0.287
H -3.472 2.700 0.049
Se 0.621 -5.738 -0.715
Sb 1.906 -3.822 -1.377
Se 3.766 -4.009 -2.909
Se 3.329 -3.111 0.862
Se 0.319 -2.100 -2.471
```

Its net charge is -1. As for the HOMO-LUMO gap: 6.275 eV. For the lowest unoccupied orbital energy, the calculation gives 1.8990 eV. For the electronic energy, the calculation gives -475709.947 eV. The calculation puts the energy above the lowest of the compared OMol25 structures with the same formula, charge and spin at 114.0 kJ/mol.

Here are the Mulliken charges for atoms 1 to 5, given in e: atom 1 (In): 1.256, atom 2 (O): -0.321, atom 3 (N): -0.904, atom 4 (N): 1.291, atom 5 (O): -0.430